The following is a DFT calculation (ωB97M-V with the def2-TZVPD basis set) of 3 unconnected molecules or ions with the total composition C37H63N4O5 at a distorted geometry.

```
109
Properties=species:S:1:pos:R:3:mulliken_charge:R:1
O 4.226 3.537 1.114 -0.4710
O 2.082 -3.951 -0.044 -0.6002
O -2.580 0.072 -2.140 -0.4377
O -6.870 -0.797 -0.119 -0.5847
O -2.548 2.293 -2.773 -0.6002
N 1.159 -4.591 -0.752 0.8389
N -6.568 0.405 -0.490 0.6500
N 4.200 4.316 2.188 0.2613
N -4.092 -1.356 -1.003 -0.3998
C 6.901 4.271 3.370 -0.5015
C -6.900 1.994 -2.503 -1.7132
C 1.084 -5.992 -0.245 1.4818
C -4.983 0.297 -2.545 -1.9421
C 1.484 -4.412 -2.198 1.9527
C 4.934 6.088 0.558 -1.8287
C 6.610 5.047 2.089 -1.2335
C -3.851 0.034 -1.429 1.0663
C 4.469 3.460 3.381 1.9519
C -3.473 -1.757 0.045 0.7426
C -6.013 2.583 0.618 -1.6224
C 2.266 -6.855 -0.717 -1.2610
C 0.150 2.778 -2.158 -0.3264
C 1.827 -2.950 -2.540 -1.8794
C 5.134 5.454 1.949 1.6685
C 1.707 0.673 -0.950 -0.8589
C -5.412 0.450 1.797 -1.4610
C -0.242 -6.646 -0.688 -1.5294
C 2.362 1.962 -1.231 -0.2649
C -7.402 -0.478 -2.628 -1.4926
C -5.555 1.069 0.338 1.1476
C 1.023 -6.051 1.294 -1.8348
C 4.822 6.609 2.925 -1.7120
C 5.955 3.083 3.514 -1.2603
C 3.997 4.189 4.665 -1.8573
C 0.229 -4.715 -3.057 -1.8515
C 2.654 -5.300 -2.655 -1.4006
C -4.153 -2.969 0.816 -1.3352
C -2.114 -1.284 0.645 -0.5653
C 0.292 0.446 -1.290 0.5820
C -0.521 1.491 -1.891 0.2053
C -4.086 1.139 -0.336 -1.3442
C 1.546 3.011 -1.849 -0.7454
C 2.520 -6.756 -2.219 -0.5231
C -6.419 0.589 -1.943 1.6104
C -2.018 1.317 -2.297 0.4776
C 3.643 2.159 3.364 -1.9550
H -0.278 -6.890 -1.748 0.2993
H -8.405 -0.516 -2.140 0.3465
H 5.122 6.409 3.952 0.3031
H 0.213 -4.114 -3.969 0.4824
H -1.333 -2.021 0.288 -0.1446
H -7.142 2.532 0.673 0.3910
H 2.749 -5.259 -3.744 0.3511
H 6.827 4.931 4.240 0.3115
H 0.843 -7.074 1.633 0.4404
H 6.132 2.599 4.480 0.3290
H 5.539 6.992 0.457 0.4284
H 3.181 -6.553 -0.193 0.3593
H -5.031 -0.676 -3.115 0.4357
H 3.595 -4.908 -2.254 0.4001
H -0.417 3.624 -2.622 0.3661
H -1.094 -6.001 -0.456 0.1756
H 0.213 -5.427 1.681 0.4061
H 3.440 2.074 -0.985 0.3414
H 5.359 7.516 2.636 0.4427
H 1.718 -7.253 -2.774 0.2984
H -6.395 0.635 2.315 0.4762
H 3.151 4.849 4.460 0.3495
H 1.024 -2.276 -2.233 0.2615
H 3.933 1.488 2.554 0.3492
H 7.934 3.914 3.352 0.3797
H -1.812 -0.260 0.332 0.1718
H -4.030 2.192 -0.734 0.7610
H 1.969 -2.828 -3.616 0.5077
H 5.236 5.424 -0.253 0.3333
H 2.097 -7.901 -0.450 0.3685
H -4.678 1.071 -3.289 0.2918
H -0.691 -4.479 -2.517 0.2551
H -3.737 -3.903 0.354 0.3309
H -0.401 -7.592 -0.166 0.4711
H 2.297 -0.149 -0.469 0.4329
H -6.908 -1.489 -2.582 0.3517
H 0.180 -5.752 -3.389 0.3555
H -3.947 -2.869 1.908 0.3838
H -2.167 -1.422 1.757 0.3848
H 3.756 6.848 2.921 0.3775
H 3.658 3.483 5.426 0.4854
H 4.786 4.774 5.138 0.3263
H 6.907 4.426 1.235 0.3650
H -5.677 2.953 1.617 0.3893
H -5.781 3.271 -0.230 0.3011
H -7.136 1.898 -3.594 0.4727
H 2.575 2.371 3.269 0.4633
H 1.955 -5.731 1.764 0.3561
H -5.253 -0.653 1.791 0.1253
H -7.891 2.206 -1.999 0.3558
H 3.790 1.600 4.290 0.4798
H 2.755 -2.614 -2.074 0.4146
H -4.640 1.008 2.397 0.3945
H -5.248 -2.925 0.589 0.2889
H -0.115 -0.564 -1.076 0.1570
H 2.047 3.978 -2.083 0.3492
H -7.458 -0.224 -3.721 0.4190
H -3.375 1.113 0.532 0.3767
H -6.207 2.841 -2.281 0.2675
H 7.248 5.934 2.053 0.3749
H 3.437 -7.297 -2.469 0.4026
H 3.890 6.369 0.400 0.4493
H 6.218 2.341 2.751 0.3850
```

Calculated values
orbital gap (alpha / beta): 8.6 / 8.9 eV
max |F|: 3.51 eV/Å
LUMO level (alpha / beta): 0.0146 / -0.0026 Eh
HOMO (alpha / beta): -8.1637 / -9.0144 eV
electronic energy: -2042.5536 Eh
spin multiplicity: 4